1.
Formula: C20H25N3O3S
Source: the Open Molecules 2025 dataset
Level of theory: the ωB97M-V functional and the def2-TZVPD basis

- Orbital gap: 9.30 eV
- SMILES: COc1ccccc1CN1C[C@@H](C(=O)N(C)Cc2nc(C)cs2)CCC1=O

The geometry in XYZ format:
```
52
Properties=species:S:1:pos:R:3:forces:R:3
C 1.196 2.910 0.832 0.0921 -0.5021 -0.6847
H 5.412 2.852 1.815 0.1054 0.0052 0.0325
H -1.646 0.562 2.267 0.0614 -0.0322 0.0463
H -0.140 1.413 2.618 -0.0004 -0.0361 -0.0026
O -2.056 2.675 -1.031 -0.1451 0.1151 -0.4220
C -1.212 -0.247 -1.498 -0.0751 0.2377 0.1403
H -4.603 -1.349 -2.322 0.0381 -0.0971 0.0674
C 4.494 3.303 2.181 -0.0679 -0.0099 -0.0300
S 1.820 1.878 -0.444 0.0467 0.4477 0.5853
H -0.839 -4.025 2.485 -0.0035 0.0411 -0.0115
C 0.668 -2.317 -0.765 -0.1252 -0.0633 0.0571
H 3.176 -1.689 2.106 0.0592 0.0141 0.0665
H -4.391 -1.667 -0.614 0.0200 -0.0472 -0.0685
H -0.731 -3.542 -1.846 0.1090 0.1543 -0.1103
H 2.262 -1.762 -2.061 -0.0055 0.0229 -0.1411
C 1.190 -2.276 1.595 -0.2984 -0.1239 0.1207
H 4.238 1.618 -0.207 0.2606 -0.0867 -0.0504
C 2.873 -1.685 -0.012 0.1496 0.0063 0.0823
C -0.264 3.188 0.936 -0.3818 0.3277 -0.1704
H -4.383 0.689 -0.641 -0.0199 0.0263 -0.0678
H -0.462 3.691 1.888 0.0758 -0.0382 -0.0944
C 2.480 -1.866 1.299 0.1029 0.0264 -0.1063
C -1.801 1.766 -0.265 -0.2093 -0.2881 0.1716
C -1.445 -3.220 2.058 -0.1004 -0.0748 0.2834
C 3.386 2.091 0.238 -0.2333 0.0603 -0.0136
C -0.331 -2.523 -1.869 -0.0973 -0.3019 -0.0235
N -1.479 -1.645 -1.720 0.3436 0.0732 -0.0696
H -0.201 -0.146 -1.092 -0.1124 -0.0088 -0.0310
C 3.339 2.893 1.336 0.4351 -0.4373 -0.5412
N 2.089 3.330 1.650 -0.3597 0.4928 0.6290
H 4.325 2.997 3.211 0.0537 -0.0057 0.0825
O -2.925 -3.340 -2.009 -0.1808 -0.2720 -0.0274
H -0.598 3.830 0.114 0.0711 -0.0549 0.2347
N -1.016 1.953 0.829 0.1791 0.3104 0.1560
H -2.471 -3.566 1.943 0.0599 0.0198 0.0667
H -1.427 -2.356 2.734 0.0209 -0.0388 -0.0313
H 0.148 -2.348 -2.840 0.0111 -0.0926 0.0699
H 3.879 -1.370 -0.243 0.1091 0.0351 -0.0151
H -1.248 0.313 -2.442 0.0503 0.0727 0.1268
C 1.963 -1.908 -1.033 -0.1269 -0.0905 0.1246
C -2.726 -2.162 -1.773 -0.3042 0.0138 -0.0562
C -3.902 -1.235 -1.493 -0.0576 0.0261 0.0092
C 0.276 -2.503 0.572 0.2076 0.0652 -0.1125
C -2.248 0.341 -0.535 -0.0827 0.2723 -0.4233
C -3.592 0.239 -1.244 0.0681 0.0394 0.1785
H -3.539 0.795 -2.181 0.0144 0.0463 0.0478
H -2.273 -0.262 0.372 0.1070 -0.0217 0.0208
H 0.906 -2.413 2.626 -0.0631 -0.0236 0.0862
C -0.725 0.947 1.827 -0.0928 -0.3408 0.0465
H -0.142 0.115 1.419 0.0018 0.0099 0.0800
H 4.594 4.387 2.167 0.0693 0.0638 0.0321
O -1.018 -2.879 0.765 0.2204 0.0621 -0.3403
```
Forces are in eV/Å.

---

2.
Formula: C20H25N3O5
Source: the Open Molecules 2025 dataset
Level of theory: the ωB97M-V functional and the def2-TZVPD basis

- Orbital gap: 8.59 eV
- SMILES: C[C@H](NC(=O)[C@@H]1CC(=O)N(c2ccc3c(c2)OCO3)C1)C(=O)NC1CCCC1

The geometry in XYZ format:
```
53
Properties=species:S:1:pos:R:3:forces:R:3
H -2.155 -1.578 3.884 0.0046 0.0249 0.0951
C -3.546 2.012 0.501 0.2284 0.2373 0.2446
C 2.614 0.593 -1.056 0.1391 0.1565 0.0082
H -0.508 -4.037 -0.755 0.0893 -0.0033 0.0002
H -6.056 1.701 -1.621 -0.0823 0.0569 -0.0484
C 1.272 -2.816 -0.647 -0.1815 -0.3847 -0.1169
H -5.390 3.140 0.743 -0.0465 -0.0116 0.0529
C 0.321 -0.976 -1.748 -0.1101 0.1425 -0.2730
H -1.903 1.894 -0.937 0.0951 0.0556 0.0542
H -2.756 3.445 -0.910 0.0231 0.0911 -0.0276
C -2.881 2.364 -0.837 -0.0237 -0.0950 0.0419
H -3.851 0.790 -1.947 0.0264 -0.0705 -0.0557
H -1.298 -2.136 -2.649 0.0286 0.0657 0.1668
H -3.722 2.300 -2.856 0.0123 -0.0775 -0.0786
H 0.703 -0.863 -2.770 -0.0544 0.0655 0.0643
C 4.098 -0.119 1.250 0.1630 0.4617 -0.1291
H -3.137 -1.777 1.628 0.1482 0.0607 0.0106
H -0.591 -1.142 3.208 0.0613 0.0327 0.0565
O 4.013 2.622 -1.010 -0.3712 -0.3241 -0.1902
C -0.766 -2.060 -1.700 -0.1569 -0.0106 -0.0795
H 2.079 0.885 -1.941 -0.1148 0.0229 -0.1388
C -5.231 2.319 -1.271 -0.0684 -0.0348 -0.1008
H -5.438 3.350 -1.562 -0.0437 0.0158 -0.0439
C 2.372 -0.616 -0.386 0.4194 0.1309 0.3158
O 2.027 -3.496 0.006 0.1480 -0.1742 0.1233
H -1.225 -2.790 2.989 -0.0199 -0.0997 -0.0129
N -1.338 -1.638 0.616 0.1249 -0.0039 0.4527
H 2.914 -1.890 1.243 -0.0272 -0.0303 -0.0079
C -5.049 2.229 0.254 -0.0563 0.0710 0.0284
C -1.811 -1.737 -0.635 0.4517 -0.1352 -0.4339
O -1.742 1.002 2.457 0.2637 0.2153 0.2437
C 0.033 -3.320 -1.372 -0.0245 -0.0597 -0.0042
C -2.372 0.249 1.744 -0.1477 -0.6357 -0.0342
C -3.894 1.877 -1.868 0.0123 0.1594 -0.0400
H -3.156 2.610 1.328 -0.0767 -0.0661 -0.1268
C 3.592 1.407 -0.543 0.2613 -0.2578 0.5293
H -0.347 -1.703 0.794 0.0070 0.0220 -0.1095
H -0.044 -0.006 -1.400 0.0382 -0.0312 -0.0541
H 4.747 3.992 0.345 -0.0031 -0.2666 -0.0808
C 3.104 -0.953 0.748 -0.1320 -0.1895 -0.0212
C 4.326 1.063 0.592 -0.3901 -0.0129 -0.4805
H 4.662 -0.390 2.126 0.0738 -0.0501 0.1326
C -1.488 -1.736 3.042 -0.1137 0.0937 -0.1914
H 0.355 -3.836 -2.279 0.0276 0.0038 0.0089
O 5.228 2.057 0.866 -0.0553 -0.3971 0.2459
H -3.653 -0.071 0.204 0.1436 -0.1139 0.1984
C -2.166 -1.286 1.760 -0.0958 0.1521 0.2076
O -2.986 -1.573 -0.920 -0.3534 -0.0806 -0.1430
N 1.362 -1.469 -0.863 -0.2553 0.1278 -0.0655
N -3.292 0.628 0.845 -0.3948 0.1369 -0.3173
H -5.612 1.396 0.674 -0.0253 0.0359 0.0805
C 5.035 3.039 -0.128 0.6600 1.0941 -0.0643
H 5.971 3.183 -0.692 -0.2262 -0.1162 0.1075
```
Forces are in eV/Å.

---

3.
Formula: C20H25N5O3S2
Source: the Open Molecules 2025 dataset
Level of theory: the ωB97M-V functional and the def2-TZVPD basis

- Orbital gap: 8.57 eV
- SMILES: Cc1cccc(N2C[C@H](C(=O)Nc3nnc(SCCN4CCOCC4)s3)CC2=O)c1

The geometry in XYZ format:
```
55
Properties=species:S:1:pos:R:3:forces:R:3
C -0.487 -0.704 1.505 -1.0065 0.6849 0.2421
C 6.876 1.219 0.336 -0.1491 0.0661 -0.0342
H 2.096 0.198 0.662 -0.0076 0.0328 -0.1130
O 2.157 -3.011 1.911 0.1822 -0.1464 0.0871
C 1.494 -2.210 1.303 -0.0186 0.0839 -0.3499
N -1.609 0.604 0.144 -1.1926 1.0457 -0.2192
H 6.326 -0.836 0.171 0.0148 -0.0554 -0.0174
S -1.735 -0.096 2.611 0.3108 0.0186 -0.9077
C -2.311 0.804 1.206 0.2126 -0.2710 0.4128
C 5.092 2.792 0.006 0.0380 0.0532 0.0378
H 8.963 1.697 0.259 0.0849 0.0148 -0.0139
H -7.116 0.000 1.286 -0.0493 0.0218 -0.0653
C 6.422 2.531 0.276 -0.0112 0.0156 -0.0232
C 4.640 0.438 -0.151 0.2560 0.2285 -0.0119
S -3.679 1.835 1.336 -0.2605 0.6402 0.2055
C -3.888 2.335 -0.403 0.1811 -0.3424 0.2537
H -5.741 -1.890 0.853 -0.0034 -0.0327 -0.0795
H -4.669 3.093 -0.369 0.0400 0.0657 0.0393
H -6.199 -2.937 -0.526 0.0579 0.0409 0.0484
H 2.906 -3.638 -0.273 0.0490 0.0546 -0.0914
H -2.955 2.781 -0.739 -0.0644 0.0845 -0.0675
H -6.597 1.833 -0.245 -0.0579 0.0529 -0.0107
O -7.455 -1.406 -0.181 -0.1560 -0.0418 -0.0865
N -5.231 0.296 -0.603 -0.0772 -0.1141 -0.3776
H 4.742 3.813 -0.044 -0.0331 0.0721 -0.0065
C 2.310 -0.402 -0.226 -0.3533 0.1989 -0.0987
C 4.198 1.759 -0.209 -0.1104 -0.1226 -0.0301
O 5.152 -2.308 -1.005 0.2346 -0.1188 -0.0613
H -6.989 0.823 -1.665 0.0118 0.0614 0.0478
C 4.053 -1.888 -0.736 -0.1833 -0.4905 -0.1542
N 3.736 -0.617 -0.353 -0.1693 0.1663 0.2646
C 2.765 -2.694 -0.800 0.0271 -0.0902 0.1740
H -8.514 0.259 0.197 0.0673 0.0318 0.0476
C 8.310 0.920 0.651 -0.0174 -0.0077 0.0713
H -3.369 0.555 -1.458 -0.1477 0.1026 -0.0554
C 1.706 -1.816 -0.142 0.2230 -0.2869 -0.2144
H 8.452 0.874 1.731 0.0849 -0.0188 0.0477
C -5.224 -1.077 -1.074 -0.2080 -0.1638 0.2010
H 0.362 -1.852 2.935 0.1506 -0.0401 -0.2290
H 8.605 -0.038 0.231 0.0838 -0.0527 -0.0141
C -6.588 0.815 -0.635 -0.1093 -0.2613 0.2404
C -4.270 1.144 -1.276 -0.0188 -0.0905 0.0073
H 2.534 -2.910 -1.843 0.0091 0.0425 -0.0177
H -5.577 -1.152 -2.117 0.0365 -0.0512 0.0135
C -6.140 -1.906 -0.173 0.3855 -0.1127 -0.2112
H 0.741 -1.847 -0.650 0.1683 0.0469 0.0612
C 5.980 0.182 0.128 0.0933 -0.0624 0.0160
C -7.473 -0.066 0.247 -0.0263 0.3975 -0.0541
N 0.452 -1.577 1.963 0.0777 -0.2956 0.8481
H 1.910 0.122 -1.102 -0.0299 0.0213 0.1510
H -4.206 -1.468 -1.017 -0.0084 -0.0107 -0.0277
N -0.596 -0.236 0.311 1.4049 -1.0921 0.1163
H -4.639 1.522 -2.245 0.0166 -0.0484 0.0255
H 7.111 3.347 0.439 0.0820 0.0860 0.0056
H 3.169 1.990 -0.433 -0.1143 -0.0107 -0.0220
```
Forces are in eV/Å.

---

4.
Formula: C20H25N5O4
Source: the Open Molecules 2025 dataset
Level of theory: the ωB97M-V functional and the def2-TZVPD basis

- Orbital gap: 8.53 eV
- SMILES: CCCCCCc1nc(C(N)=O)c2[nH]c(=O)n(-c3ccc(OC)cc3OC)c2n1

The geometry in XYZ format:
```
54
Properties=species:S:1:pos:R:3:forces:R:3
H -5.138 3.920 0.551 4.5371 -2.8846 0.1859
C 4.003 -0.361 -0.165 -4.0801 -5.9418 -0.3531
H 2.343 -2.129 -1.955 -0.3412 1.0076 0.3134
H 3.899 3.281 0.486 0.1930 3.1798 0.8687
C 1.416 3.551 -0.839 0.6889 -3.7984 -1.3362
C -1.623 -0.358 2.239 -1.3738 -3.8771 3.3795
C -1.961 2.876 0.400 6.2171 -5.6010 0.0382
C -2.552 -1.478 1.469 -3.5902 4.9623 8.6475
H -4.341 2.415 1.100 0.2061 -3.6521 1.6966
H -3.537 -0.840 1.496 1.5497 -1.1719 -1.7342
H -3.741 -1.300 -1.665 1.2784 0.9515 -1.4015
C -3.860 -2.159 -1.073 -4.2663 1.2218 0.7082
C 5.034 0.269 0.392 5.7201 -6.2461 -1.9595
H -2.962 -2.178 2.350 1.6134 0.5657 -2.1425
C -0.707 2.958 -0.143 -0.0237 -7.2150 5.1774
H -5.646 -2.543 -2.439 1.7655 -1.3272 1.6211
O -2.888 4.725 -0.605 -0.1853 -0.6720 -0.0690
N -4.108 3.205 0.655 -5.9808 7.9897 -2.9390
H -4.628 -1.624 -0.375 1.5919 -1.1209 -0.0523
C 1.713 -1.661 -1.165 -4.9245 2.2722 -4.5279
H -2.145 -3.550 -1.088 -0.7235 1.7946 0.5771
H -0.742 -1.058 2.655 -1.3623 2.2765 -1.0646
H -2.184 0.054 3.199 0.9453 -1.0354 -1.9068
N 1.485 2.253 -0.009 6.9882 2.7131 -2.7040
O 6.369 -0.319 0.357 -2.0685 -2.6054 -0.4192
H 5.811 -2.541 0.706 1.2129 1.9855 -1.5416
C 6.456 -1.823 -0.024 2.0125 1.5623 8.8285
H 6.246 -2.063 -0.950 -0.8464 -0.6100 -4.8913
H -4.177 -3.666 -2.574 -0.3792 0.7900 -0.0902
C -1.276 0.815 1.410 2.7025 -5.5630 3.3655
H 0.535 -1.919 -1.381 3.0481 0.5221 0.1407
N 0.078 3.606 -0.909 -2.7278 9.3892 -2.7028
H -5.083 -3.833 -1.373 -4.5650 -8.8979 6.7677
H 1.876 -2.127 -0.300 0.9947 -1.1981 3.8363
O 2.246 4.050 -1.588 -1.3047 -0.7416 2.7892
H 7.556 -2.008 0.336 -2.0936 0.1440 -1.2577
H -1.514 -1.235 -0.237 1.4069 3.1336 -1.9984
C -3.006 3.668 0.014 -3.0946 1.7346 1.2509
H 4.082 -1.559 -0.407 -0.1906 3.3897 0.5462
C -2.701 -2.777 -0.399 -2.1390 -6.0531 -3.1368
N 0.028 0.829 1.237 4.3100 0.3788 -1.6520
H 6.045 2.221 0.923 -2.5988 -2.6845 -1.7787
C 3.889 2.271 0.540 1.8890 -1.3143 -2.2230
C 2.753 0.273 -0.195 1.0862 0.7818 -4.6831
O 1.665 -0.139 -1.102 2.8996 -2.8853 2.6294
H -3.235 -3.520 0.216 0.4682 -0.0240 0.5269
N -2.150 1.575 1.148 -6.4605 8.0657 -3.2126
C -4.801 -3.112 -1.818 4.1028 9.0681 -8.6792
H -0.392 4.605 -0.959 1.4794 -1.9687 -1.1718
C -1.873 -1.955 0.362 4.1678 -3.2355 1.1602
H -0.886 -2.542 0.693 -1.9448 1.0891 -0.3995
C 0.391 1.742 0.433 -4.3391 3.9730 -0.6318
C 2.879 1.687 -0.083 -7.0243 -2.9987 2.4608
C 5.057 1.527 0.456 3.5529 10.3811 5.1445
```
Forces are in eV/Å.

---

5.
Formula: C20H25N5OPtS2
Source: the Open Molecules 2025 dataset
Level of theory: the ωB97M-V functional and the def2-TZVPD basis

- Orbital gap: 6.66 eV

The geometry in XYZ format:
```
54
Properties=species:S:1:pos:R:3:forces:R:3
H 5.413 -3.585 -0.920 0.0078 0.0081 0.0008
C -2.167 -0.942 0.268 -0.0793 -0.2151 -0.1133
H 0.418 6.091 2.429 0.0039 0.0142 -0.0075
H -4.465 0.993 -4.954 0.0068 0.0056 0.0036
H 2.313 4.168 -0.100 -0.0119 0.0100 -0.0022
H -1.485 -1.270 1.053 0.0098 0.0213 0.0107
C -0.888 -2.177 -1.371 0.2925 0.0507 -0.1559
C 5.192 -2.075 0.606 -0.0322 0.0247 -0.0075
C -2.671 1.240 -3.820 0.0248 -0.0515 0.0426
H -1.510 -3.009 -1.011 0.0306 -0.0291 -0.0246
H 2.501 -0.690 -2.957 -0.0060 0.0341 0.0231
N -0.209 2.253 0.611 0.7628 -0.1201 -0.3627
H -1.605 4.384 2.384 -0.0298 -0.0300 -0.0136
S 2.152 0.466 1.202 -0.6002 -0.0500 0.2902
C 4.377 -1.087 1.117 -0.0099 -0.0628 -0.0562
C 1.569 -1.189 -2.703 0.0528 -0.2211 -0.1182
H 1.558 -2.188 -3.150 0.1005 -0.0171 0.0530
H -2.346 2.111 -4.375 -0.0204 0.0035 -0.0097
N 1.454 -1.262 -1.228 -0.9559 0.9909 0.3261
C -1.098 2.400 1.662 -0.0784 -0.0813 -0.0389
C 2.745 -1.515 -0.584 0.1817 -0.2446 -0.3655
H 0.752 -0.601 -3.109 -0.0289 -0.0487 0.0184
H 0.502 -2.353 0.282 0.0135 0.0437 0.0057
H 1.983 5.264 2.388 -0.0091 -0.0001 0.0178
C -2.281 -0.353 -2.069 0.1732 0.0654 -0.0511
H -3.017 -1.638 0.230 0.0207 -0.0271 0.0105
C -4.265 -0.519 -3.441 -0.0030 -0.0082 -0.0046
H 1.284 5.947 0.902 -0.0322 0.0171 0.0032
H 1.747 2.725 -0.897 0.0661 -0.0458 0.0574
C 1.055 5.437 1.839 0.0595 -0.0550 -0.0476
N 1.579 3.506 -0.272 -0.0271 -0.0328 -0.0568
N 0.342 4.208 1.582 -0.0545 0.0026 0.0485
C 0.616 3.319 0.619 -0.2514 0.2576 0.0626
H -3.779 -1.869 -1.857 0.0101 0.0090 0.0090
S -0.309 1.584 -2.501 -0.4481 -0.2567 0.2855
C 0.511 -2.345 -0.808 0.0326 -0.1897 -0.0442
C 4.787 -2.802 -0.512 0.0071 -0.0170 0.0327
C -3.472 -0.987 -2.409 -0.0220 0.0468 0.0184
C 3.138 -0.791 0.528 0.1032 0.0562 0.2002
H 6.145 -2.283 1.076 -0.0010 0.0002 -0.0078
N -1.452 -0.889 -1.016 -1.0119 -0.1939 0.1839
H -0.457 3.490 3.409 -0.0038 -0.0159 0.0011
H -5.184 -1.029 -3.697 -0.0070 0.0147 0.0051
Pt 0.478 0.592 -0.417 1.5161 0.2299 -0.0695
C -0.753 3.703 2.380 0.0244 0.0440 -0.0496
H 3.246 -3.086 -1.959 0.0167 0.0168 -0.0004
H -2.527 0.045 0.531 0.0196 0.0053 -0.0040
O -1.989 1.659 1.981 0.0467 0.0011 0.0484
C 3.567 -2.518 -1.094 -0.0545 -0.0335 -0.0493
C -3.857 0.608 -4.144 -0.0123 0.0176 -0.0081
H -0.849 -2.248 -2.458 -0.0133 -0.0388 -0.0005
H 0.892 -3.313 -1.154 0.1634 0.0434 0.0544
H 4.680 -0.511 1.982 0.0111 -0.0246 0.0072
C -1.848 0.771 -2.785 0.0456 0.0758 -0.1507
```
Forces are in eV/Å.

---

In eV, the E_HOMO values for the records above are, in order, -8.79, -8.00, -8.36, -8.75, -6.45.
In kcal per mole, the energy above the lowest of the compared OMol25 structures with the same formula, charge and spin values for the records above are, in order, 32.41, 37.95, 2.70, 355.97, 0.00.